No. 1
{
  "formula": "C4H8O2",
  "method": "ωB97M-V/def2-TZVPD",
  "max_force_ev_per_a": 0.6,
  "de_lowest_kcal_mol": 37.6,
  "total_charge": 0,
  "energy_ha": -307.652451,
  "smiles": "CO[C@@H](C)C=O",
  "homo_energy_ha": -0.3545,
  "elements": ["C", "O", "C", "C", "C", "O", "H", "H", "H", "H", "H", "H", "H", "H"],
  "coordinates": [[1.9569, -0.1376, -0.5334], [0.8773, -0.4510, 0.3142], [-0.3656, 0.1316, -0.0213], [-1.4654, -0.9288, -0.0571], [-0.6821, 1.2318, 0.9887], [-1.7809, 1.7072, 1.1432], [2.8227, -0.6842, -0.1512], [1.7695, -0.4519, -1.5709], [2.1972, 0.9366, -0.5423], [-0.2994, 0.6377, -0.9979], [-1.5517, -1.3907, -1.0446], [-1.2265, -1.7088, 0.6719], [-2.4322, -0.4842, 0.2151], [0.1803, 1.5924, 1.5856]],
  "lowdin_charge": [-0.105, -0.175, -0.376, -0.020, -0.193, 0.059, 0.091, 0.092, 0.091, 0.153, 0.080, 0.089, 0.081, 0.133]
}

=====

No. 2
{
  "formula": "C50H38MnN5O4P2S3",
  "method": "ωB97M-V/def2-TZVPD",
  "max_force_ev_per_a": 0.6,
  "de_lowest_kcal_mol": 1.2,
  "s2": 1.191,
  "total_charge": -1,
  "energy_ha": -5531.269107,
  "spin_multiplicity": 2,
  "homo_energy_ha": [-0.1600, -0.1676],
  "elements": ["Mn", "S", "P", "C", "P", "S", "C", "C", "C", "C", "C", "C", "C", "C", "C", "C", "C", "C", "C", "C", "C", "C", "C", "C", "C", "C", "C", "C", "C", "C", "H", "H", "H", "H", "H", "H", "H", "H", "H", "H", "H", "H", "H", "H", "H", "H", "H", "H", "H", "H", "N", "C", "C", "C", "C", "C", "C", "S", "O", "O", "N", "C", "N", "C", "C", "C", "N", "H", "H", "H", "H", "H", "H", "H", "H", "H", "C", "C", "C", "C", "C", "C", "C", "H", "H", "H", "H", "H", "O", "C", "N", "C", "O", "C", "C", "C", "C", "C", "C", "H", "H", "H", "H"],
  "coordinates": [[0.0166, -1.4027, -0.3027], [-0.0544, -0.9061, 2.7822], [0.4922, 0.6440, 1.6901], [-0.0347, 0.5410, 0.0269], [-1.1412, 1.7551, -0.5694], [-2.9449, 2.0187, 0.1968], [-1.2640, 1.6234, -2.3942], [-2.4515, 1.9794, -3.0268], [-2.5391, 1.9600, -4.4097], [-1.4430, 1.5843, -5.1767], [-0.2554, 1.2381, -4.5516], [-0.1677, 1.2653, -3.1674], [-0.2937, 3.4029, -0.5200], [-0.9327, 4.5136, 0.0100], [-0.3086, 5.7528, 0.0113], [0.9619, 5.8957, -0.5199], [1.6044, 4.7926, -1.0710], [0.9739, 3.5592, -1.0761], [0.1095, 2.2391, 2.5026], [-1.1133, 2.3555, 3.1568], [-1.4437, 3.5263, 3.8191], [-0.5440, 4.5831, 3.8498], [0.6825, 4.4649, 3.2132], [1.0063, 3.2998, 2.5382], [2.3260, 0.7693, 1.7304], [3.0182, 0.4651, 2.8966], [4.3842, 0.6773, 2.9761], [5.0775, 1.1953, 1.8892], [4.3985, 1.4829, 0.7152], [3.0296, 1.2659, 0.6399], [-3.3070, 2.2461, -2.4194], [-3.4712, 2.2307, -4.8908], [-1.5202, 1.5541, -6.2570], [0.6042, 0.9240, -5.1299], [0.7563, 0.9691, -2.6928], [-1.9187, 4.3849, 0.4387], [-0.8153, 6.6069, 0.4442], [1.4505, 6.8629, -0.5138], [2.5934, 4.8943, -1.5013], [1.4673, 2.7093, -1.5255], [-1.8051, 1.5228, 3.1312], [-2.4044, 3.6122, 4.3098], [-0.7979, 5.4972, 4.3725], [1.3868, 5.2867, 3.2256], [1.9599, 3.2300, 2.0305], [2.4781, 0.0428, 3.7352], [4.9153, 0.4329, 3.8881], [6.1469, 1.3564, 1.9509], [4.9331, 1.8586, -0.1490], [2.4857, 1.4585, -0.2750], [-6.0624, -1.5682, 5.2504], [-5.4120, -1.7380, 4.0228], [-5.4197, -2.9791, 3.3870], [-4.7991, -3.1401, 2.1611], [-4.1788, -2.0606, 1.5576], [-4.1693, -0.8189, 2.1748], [-4.7858, -0.6586, 3.4006], [-3.3496, -2.2413, 0.0130], [-3.6469, -3.5673, -0.4685], [-3.6616, -1.1102, -0.8113], [-1.7677, -2.1419, 0.3724], [-1.1669, -3.2482, 0.8862], [-1.6530, -4.0498, 1.8281], [-0.8541, -5.0380, 2.1969], [0.4220, -5.2444, 1.6796], [0.8581, -4.3332, 0.7371], [0.0496, -3.3677, 0.3282], [-6.1268, -2.4108, 5.7998], [-5.7009, -0.8031, 5.7987], [-5.9099, -3.8213, 3.8619], [-4.7799, -4.1040, 1.6727], [-3.6657, 0.0119, 1.6960], [-4.7758, 0.3114, 3.8839], [-1.2424, -5.7061, 2.9595], [1.0463, -6.0582, 2.0132], [1.8372, -4.3820, 0.2819], [-0.4052, -1.4585, -1.8755], [-0.9859, -1.7976, -3.1355], [-2.2744, -1.3940, -3.4965], [-2.7738, -1.7664, -4.7325], [-2.0021, -2.5173, -5.6073], [-0.7174, -2.9110, -5.2538], [-0.2064, -2.5565, -4.0194], [-2.8679, -0.8166, -2.8088], [-3.7738, -1.4613, -5.0109], [-2.4026, -2.7980, -6.5737], [-0.1167, -3.4919, -5.9422], [0.7976, -2.8369, -3.7305], [2.7290, -2.3594, 1.4894], [2.9460, -1.9460, 0.3728], [2.0064, -1.5165, -0.5551], [2.6380, -1.2266, -1.7423], [2.1168, -0.9249, -2.7992], [4.1162, -1.3940, -1.5466], [5.1770, -1.1622, -2.3977], [6.4529, -1.3938, -1.8909], [6.6408, -1.8467, -0.5862], [5.5593, -2.0812, 0.2577], [4.3030, -1.8388, -0.2571], [5.0185, -0.8076, -3.4068], [7.3179, -1.2215, -2.5192], [7.6480, -2.0133, -0.2250], [5.6869, -2.4164, 1.2779]],
  "lowdin_charge": [0.559, 0.356, 0.421, -0.545, 0.458, 0.324, -0.325, -0.108, -0.093, -0.098, -0.075, -0.112, -0.316, -0.117, -0.095, -0.104, -0.086, -0.098, -0.322, -0.123, -0.083, -0.096, -0.092, -0.081, -0.358, -0.100, -0.083, -0.100, -0.083, -0.104, 0.058, 0.098, 0.096, 0.106, 0.076, 0.048, 0.099, 0.093, 0.097, 0.082, 0.072, 0.099, 0.095, 0.100, 0.103, 0.085, 0.098, 0.096, 0.103, 0.079, 0.080, -0.327, -0.040, -0.068, -0.289, -0.059, -0.024, 0.605, -0.304, -0.321, -0.148, -0.522, 0.173, -0.107, -0.038, -0.093, 0.071, 0.078, 0.080, 0.103, 0.107, 0.026, 0.109, 0.109, 0.096, 0.118, 0.061, -0.237, -0.021, -0.062, -0.084, -0.079, -0.026, 0.091, 0.109, 0.097, 0.099, 0.109, 0.061, -0.441, 0.081, -0.412, 0.063, -0.092, -0.005, -0.081, -0.079, -0.005, -0.094, 0.115, 0.097, 0.097, 0.119]
}

=====

No. 3
{
  "formula": "C26H44As2P2ReS3",
  "method": "ωB97M-V/def2-TZVPD",
  "max_force_ev_per_a": 4.2,
  "s2": 3.769,
  "total_charge": 4,
  "energy_ha": -7442.660348,
  "spin_multiplicity": 4,
  "homo_energy_ha": [-0.7157, -0.7150],
  "elements": ["Re", "C", "C", "S", "C", "C", "S", "C", "C", "S", "H", "H", "H", "H", "H", "H", "H", "H", "H", "H", "H", "H", "C", "As", "C", "C", "C", "C", "C", "C", "C", "As", "C", "C", "H", "H", "H", "H", "H", "H", "H", "H", "H", "H", "H", "H", "H", "H", "H", "H", "C", "P", "C", "C", "C", "C", "C", "C", "C", "P", "C", "C", "H", "H", "H", "H", "H", "H", "H", "H", "H", "H", "H", "H", "H", "H", "H", "H"],
  "coordinates": [[-0.5079, 0.5592, -1.1197], [-3.3151, 2.5363, -2.5164], [-3.6364, 2.5743, -1.0367], [-2.7117, 1.3142, -0.0380], [-1.9450, 2.3634, 1.1736], [-0.9529, 3.3646, 0.6896], [0.3998, 2.6050, -0.2944], [0.5048, 3.6455, -1.8197], [-0.8102, 3.8539, -2.5659], [-1.6241, 2.2598, -2.8886], [-3.6401, 3.4394, -3.0019], [-3.7879, 1.6564, -3.0215], [-4.6856, 2.2878, -0.8626], [-3.4160, 3.5309, -0.6045], [-1.4902, 1.7045, 1.9200], [-2.7418, 2.9385, 1.7070], [-0.4985, 3.9563, 1.4804], [-1.5181, 4.0704, 0.0693], [1.1258, 3.0860, -2.4801], [1.1082, 4.5780, -1.6409], [-0.6446, 4.3484, -3.5132], [-1.4491, 4.5546, -2.0629], [3.9485, -0.5685, 4.1765], [2.5838, 0.4331, 3.1293], [2.6255, 2.0687, 4.2584], [0.9217, -0.2898, 3.7912], [0.7354, -0.3380, 5.1534], [-0.5020, -0.6246, 5.7569], [-1.5652, -0.8018, 4.9117], [-1.4666, -0.4886, 3.5368], [-0.1925, -0.3136, 2.9460], [-0.0756, -0.8169, 0.9801], [-1.3281, -2.2630, 1.1776], [1.4257, -2.0474, 1.1816], [3.5759, -1.2238, 4.9789], [4.5148, 0.1259, 4.8883], [4.6173, -1.0985, 3.4977], [2.0755, 1.8739, 5.2294], [2.1560, 2.8697, 3.7327], [3.6784, 2.3434, 4.4480], [1.5112, -0.0196, 5.8228], [-0.5909, -0.6960, 6.8302], [-2.5704, -1.1771, 5.2246], [-2.4205, -0.4230, 2.9383], [-1.2398, -2.7075, 2.1507], [-1.1004, -3.1293, 0.4889], [-2.3345, -1.9690, 1.1356], [1.5263, -2.3133, 2.2480], [2.3847, -1.6474, 0.8313], [1.2728, -2.9952, 0.5154], [1.7418, 0.6202, -3.7388], [1.4078, -0.1576, -2.1075], [3.0510, -0.1677, -1.3125], [1.1553, -1.9084, -2.5135], [2.2850, -2.7366, -2.5407], [2.1211, -4.1244, -2.2541], [0.8129, -4.6054, -2.3065], [-0.3089, -3.8210, -2.3660], [-0.1406, -2.4564, -2.4389], [-1.4327, -1.1456, -2.3879], [-3.0362, -1.8114, -1.8275], [-1.6386, -0.9876, -4.1253], [2.4613, 1.4216, -3.6471], [0.8570, 1.1202, -4.1212], [2.1191, -0.0795, -4.5384], [3.8525, -0.2481, -2.0534], [3.1711, -0.9537, -0.5875], [3.1617, 0.8395, -0.8954], [3.3092, -2.3345, -2.7925], [2.9203, -4.7530, -1.8465], [0.5970, -5.6577, -2.2967], [-1.3025, -4.3515, -2.3255], [-3.6605, -1.0047, -1.4453], [-2.7562, -2.5324, -1.0191], [-3.4645, -2.3905, -2.6772], [-1.9042, -1.9204, -4.5934], [-0.8247, -0.5520, -4.6484], [-2.4848, -0.2916, -4.1260]],
  "lowdin_charge": [0.409, -0.462, -0.376, 0.840, -0.538, -0.429, 0.797, -0.419, -0.411, 0.900, 0.117, 0.109, 0.115, 0.083, 0.044, 0.138, 0.109, 0.084, 0.042, 0.139, 0.112, 0.091, -0.221, 1.406, -0.200, -0.455, -0.090, 0.009, -0.019, -0.105, -0.388, 1.099, -0.269, -0.264, 0.062, 0.085, 0.036, 0.084, 0.016, 0.064, 0.107, 0.142, 0.153, 0.129, 0.059, 0.071, 0.015, 0.054, -0.012, 0.094, -0.201, 0.685, -0.217, -0.395, -0.054, 0.006, -0.044, -0.072, -0.373, 0.680, -0.195, -0.213, 0.053, 0.018, 0.108, 0.079, 0.016, 0.049, 0.141, 0.139, 0.130, 0.153, 0.029, 0.044, 0.091, 0.091, 0.049, 0.048]
}

=====

No. 4
{
  "formula": "C5H6F4N2O",
  "method": "ωB97M-V/def2-TZVPD",
  "max_force_ev_per_a": 3.7,
  "de_lowest_kcal_mol": 0.0,
  "s2": 2.011,
  "total_charge": 0,
  "energy_ha": -778.189775,
  "spin_multiplicity": 3,
  "homo_energy_ha": [-0.3463, -0.3790],
  "elements": ["C", "C", "C", "C", "C", "N", "N", "O", "F", "F", "F", "F", "H", "H", "H", "H", "H", "H"],
  "coordinates": [[-0.3355, 0.9572, 0.2912], [0.7213, -1.9311, 0.3494], [0.3189, -1.1149, -0.9342], [1.1722, 1.5855, 2.0104], [-1.6670, 0.1106, -1.6540], [0.8509, 0.7851, 0.8603], [-0.6469, -0.1015, -0.6357], [-1.1112, 1.8524, 0.4190], [-0.2703, -2.5112, 1.0469], [1.5798, -2.8721, -0.0101], [-0.1009, -2.0004, -1.9113], [1.4754, -0.6016, -1.5502], [1.3689, 2.6835, 2.1052], [0.4516, 1.4003, 2.7679], [2.1367, 1.1975, 2.4977], [-2.1975, 1.1370, -1.3456], [-1.2499, 0.1314, -2.6338], [-2.4963, -0.7076, -1.6732]],
  "lowdin_charge": [-0.540, -0.192, -0.429, -0.090, -0.036, 0.157, -0.009, 0.133, 0.109, 0.121, 0.093, 0.069, 0.109, 0.078, 0.101, 0.134, 0.071, 0.120]
}

=====

No. 5
{
  "formula": "C20H17F4",
  "method": "ωB97M-V/def2-TZVPD",
  "max_force_ev_per_a": 2.9,
  "de_lowest_kcal_mol": 37.2,
  "total_charge": 1,
  "energy_ha": -1171.379988,
  "homo_energy_ha": -0.4229,
  "elements": ["C", "C", "C", "C", "C", "H", "H", "H", "H", "H", "H", "H", "H", "F", "C", "C", "C", "F", "C", "C", "C", "C", "C", "C", "C", "C", "F", "C", "C", "F", "C", "C", "H", "H", "H", "H", "H", "H", "H", "H", "H"],
  "coordinates": [[-4.2462, -0.2390, -2.5292], [-3.0886, -1.2670, -2.2468], [-2.1658, -0.1359, -1.8983], [-0.8238, -0.0334, -1.3346], [-3.1542, 0.8830, -2.3376], [-4.7021, -0.2862, -3.5197], [-5.0560, -0.2252, -1.7754], [-3.3419, -1.8960, -1.4086], [-2.9525, -1.9192, -3.1155], [-0.3540, 0.7366, -1.9405], [-0.3469, -0.9880, -1.5791], [-3.0417, 1.4645, -3.2584], [-3.4322, 1.5658, -1.5511], [-0.7820, -4.0188, 2.6603], [-1.3501, -2.8740, 2.1412], [-2.7415, -2.7893, 2.0995], [-3.2737, -1.6070, 1.5850], [-4.6395, -1.4844, 1.4332], [-2.4794, -0.5460, 1.1969], [-1.1023, -0.7163, 1.0907], [-0.4469, 0.2515, 0.1676], [1.0609, 0.3986, 0.5821], [1.8587, 1.4840, 0.3933], [3.3121, 1.5483, 0.5139], [3.9977, 2.7388, 0.1448], [5.3802, 2.7721, 0.2381], [6.0331, 3.9167, -0.1642], [6.1476, 1.6975, 0.6807], [5.4422, 0.5546, 1.0716], [6.1526, -0.5312, 1.5206], [4.0585, 0.4502, 0.9990], [-0.5168, -1.8387, 1.6986], [-3.3899, -3.5877, 2.4612], [-2.9043, 0.3849, 0.8236], [-0.7692, 1.2254, 0.3309], [1.5050, -0.3580, 1.2744], [1.3811, 2.3830, -0.0126], [3.4236, 3.5934, -0.1955], [7.2293, 1.7398, 0.7291], [3.5509, -0.4605, 1.3060], [0.5682, -1.9869, 1.7249]],
  "lowdin_charge": [-0.098, -0.051, -0.007, -0.029, -0.063, 0.115, 0.126, 0.129, 0.158, 0.153, 0.155, 0.158, 0.136, 0.061, -0.205, 0.084, -0.231, 0.048, 0.014, -0.193, -0.210, -0.015, -0.035, -0.203, 0.043, -0.228, 0.050, 0.086, -0.224, 0.053, 0.042, 0.062, 0.145, 0.136, 0.118, 0.096, 0.119, 0.125, 0.139, 0.117, 0.124]
}